38
Properties=species:S:1:pos:R:3:forces:R:3 method="wB97M-V/def2-TZVPD" e_lumo_ev=0.342 relative_energy_ev=2.366 fmax_ev_per_a=2.5 e_homo_ev=-9.228 e_tot_ev=-22422.7149 smiles=CCNCCO.O.O.O.O.O.O.O molar_mass_g_mol=215.2 homo_lumo_gap_ev=9.57
C 3.002 1.797 0.327 0.41 0.37 -0.19
C 1.579 1.277 0.512 -0.25 -0.60 0.70
N 1.389 0.637 1.833 0.10 -0.57 0.62
C 0.010 0.691 2.337 0.71 -0.86 -0.35
C -1.003 -0.139 1.490 -0.56 2.11 1.32
O -1.704 0.626 0.521 -0.08 0.34 -1.00
H 3.144 2.811 -0.082 -0.55 -0.37 -0.06
H 3.588 1.823 1.253 -0.20 -0.27 0.00
H 3.456 1.085 -0.366 0.47 0.31 0.20
H 0.730 1.948 0.422 0.45 0.69 -0.41
H 1.492 0.506 -0.261 -0.58 0.13 0.19
H 1.985 1.049 2.544 0.09 0.14 -0.29
H -0.008 0.351 3.378 0.23 -0.62 -0.21
H -0.285 1.719 2.480 -0.62 0.62 -0.63
H -1.818 -0.235 2.216 0.15 -1.18 -0.09
H -0.614 -1.077 1.090 0.07 0.07 0.17
H -1.173 1.213 -0.046 0.39 -0.65 0.31
H -2.981 -2.916 -1.125 0.05 -0.47 0.48
H -2.499 -3.303 0.263 0.07 -0.01 -0.03
O -3.282 -2.997 -0.204 0.00 0.18 -0.47
H 3.505 -1.589 1.229 0.62 -0.42 -0.56
H 2.152 -1.149 1.390 -0.47 0.49 -0.88
O 2.725 -1.516 0.671 -0.01 0.03 1.53
H -3.239 -0.148 -2.790 -0.65 0.46 0.31
H -2.780 -1.479 -2.159 0.03 0.08 0.48
O -2.661 -0.888 -2.895 0.47 0.13 -0.98
H -2.301 2.338 2.151 -0.01 -0.79 0.36
H -2.621 2.921 0.824 -0.15 -0.12 -0.33
O -2.294 3.162 1.687 0.04 1.17 -0.01
H 1.847 -2.257 -0.641 0.47 -0.22 -0.41
H 2.078 -2.928 -2.091 -0.07 0.45 0.87
O 1.478 -2.403 -1.531 -0.23 -0.42 -0.81
H -0.699 1.895 -2.403 0.64 0.74 0.40
H 0.087 3.113 -1.684 -0.44 -0.07 -0.42
O 0.016 2.159 -1.788 -0.46 -0.67 -0.15
H -1.114 -2.298 -3.448 0.12 0.44 -0.27
H -0.136 -2.923 -2.407 0.29 0.38 0.22
O -1.051 -2.877 -2.696 -0.54 -1.03 0.38

***

42
Properties=species:S:1:pos:R:3:forces:R:3 method="wB97M-V/def2-TZVPD" e_lumo_ev=-0.458 relative_energy_ev=6.180 fmax_ev_per_a=11.5 e_homo_ev=-9.381 e_tot_ev=-26546.4126 smiles="C=NC(=C)C.O.O.O.O.O.O.O.O.O.O" molar_mass_g_mol=249.3 homo_lumo_gap_ev=8.92
C 2.408 -2.165 -1.146 -0.61 2.40 1.71
C 1.763 -0.706 -1.069 -1.48 -1.02 -0.75
C 0.979 -0.213 -2.060 2.49 -4.76 0.68
C 2.703 0.728 0.504 -2.98 -2.95 5.85
N 1.786 -0.137 0.219 2.13 1.31 -1.03
H 2.087 -2.492 -2.086 0.26 -0.79 -1.60
H 1.985 -2.888 -0.401 0.44 0.96 -0.28
H 3.493 -2.020 -1.001 -0.45 -0.58 -0.28
H 0.254 0.462 -2.080 -2.17 3.73 0.84
H 0.696 -0.931 -2.819 0.80 -0.37 -0.49
H 2.691 0.792 1.714 0.30 0.96 -2.80
H 3.571 1.024 0.028 1.28 0.74 -1.80
H -2.157 -3.763 -0.994 0.38 -0.42 0.10
H -1.215 -4.169 0.183 1.45 -2.22 0.74
O -1.744 -3.508 -0.166 -1.68 2.61 -0.73
H -2.989 -0.904 0.419 0.72 0.46 1.92
H -2.084 -1.887 0.890 -0.90 1.26 1.21
O -2.484 -1.037 1.299 -0.55 -1.92 -3.51
H -0.825 0.779 2.280 -0.46 1.07 -0.67
H -1.841 0.903 1.225 -0.96 -0.92 -0.99
O -1.318 1.470 1.757 2.23 -0.03 1.34
H 0.915 1.090 -4.675 9.18 0.74 2.35
H -0.175 0.049 -4.396 1.15 4.49 -2.34
O 0.101 1.028 -4.893 -10.30 -5.15 -0.09
H -2.560 1.902 2.899 -2.16 -0.97 0.93
H -3.440 0.667 3.101 -0.01 -2.64 -0.62
O -3.433 1.557 3.325 1.60 3.55 0.02
H 1.347 -1.070 3.176 0.44 0.00 1.26
H 1.574 -0.515 4.624 -0.89 0.78 0.99
O 1.982 -0.994 3.935 0.44 -0.78 -2.13
H 1.135 4.121 0.689 0.34 -0.14 0.74
H 0.117 3.614 -0.316 0.37 0.90 0.43
O 0.690 4.388 -0.105 -0.82 -0.93 -1.08
H 1.602 3.070 -1.699 -0.12 0.50 0.33
H 1.112 2.794 -3.125 -0.24 0.14 -0.05
O 1.854 2.674 -2.530 0.43 -0.33 -0.35
H -0.677 -1.838 1.528 -3.80 0.14 -0.89
H 0.633 -1.557 1.192 1.16 0.48 -0.15
O 0.121 -1.861 1.942 3.26 -0.39 1.33
H -3.436 -1.920 -1.481 -3.56 -5.86 0.58
H -3.602 -0.520 -1.730 -2.22 2.47 -0.80
O -2.997 -1.178 -1.570 5.50 3.50 0.08

***

41
Properties=species:S:1:pos:R:3:forces:R:3 method="wB97M-V/def2-TZVPD" e_lumo_ev=0.246 relative_energy_ev=0.000 fmax_ev_per_a=4.7 e_homo_ev=-9.087 e_tot_ev=-33292.1760 smiles=CN[C@H](C)CS.O.O.O.O.O.O.O.O molar_mass_g_mol=249.3 homo_lumo_gap_ev=9.33
C 1.184 1.038 -1.566 0.55 0.40 0.04
N -0.091 1.544 -1.069 -0.46 -0.10 0.29
C -0.548 0.894 0.196 -0.37 0.56 -0.62
C -1.751 1.739 0.722 0.26 -0.48 -0.55
S -1.905 1.662 2.534 -0.09 0.52 0.18
C -0.942 -0.570 0.026 0.88 -1.43 -0.01
H 1.148 -0.002 -1.901 0.05 0.15 -0.24
H 1.490 1.723 -2.374 0.06 -0.58 0.06
H 1.979 1.086 -0.789 -0.65 0.09 -0.35
H -0.808 1.440 -1.813 0.65 -0.07 0.82
H 0.309 0.960 0.894 -0.68 0.02 -0.27
H -1.656 2.810 0.404 0.11 -0.82 0.64
H -2.679 1.381 0.243 0.29 0.08 0.24
H -2.041 0.343 2.756 0.04 0.07 -0.43
H -1.286 -1.061 0.964 0.43 0.48 -0.38
H -1.759 -0.760 -0.677 0.02 0.53 -0.07
H -0.080 -1.217 -0.362 -1.12 1.25 0.79
H -0.317 -1.152 -2.773 -0.29 -0.13 0.12
H -0.479 -2.585 -2.023 0.14 0.97 -0.72
O 0.074 -2.023 -2.660 -0.20 -0.86 0.02
H 2.538 -1.564 -0.915 0.35 0.96 0.33
H 1.582 -2.249 -1.896 -0.28 0.18 -0.26
O 2.279 -2.411 -1.237 0.44 -1.08 -0.19
H -2.670 1.213 -3.281 -0.81 1.18 -0.19
H -2.744 -0.281 -3.105 0.14 0.03 -0.02
O -2.126 0.452 -3.221 0.61 -1.24 0.13
H 2.081 2.161 1.235 0.54 -0.49 0.10
H 3.382 1.597 1.849 2.07 0.68 1.13
O 2.609 1.332 1.424 -2.26 -0.05 -1.14
H 0.596 3.746 1.246 -2.01 0.79 1.91
H 0.827 3.199 -0.095 -1.14 -0.97 -2.02
O 1.266 3.520 0.664 2.90 0.19 0.06
H -1.490 -4.241 -0.956 0.08 0.31 0.16
H -0.616 -3.240 -0.135 0.32 -0.16 0.60
O -1.344 -3.297 -0.791 -0.47 -0.54 -0.57
H 1.450 -3.112 0.095 -0.72 -0.14 0.79
H 1.016 -2.397 1.394 -0.40 -0.85 -0.52
O 0.774 -3.190 0.836 0.95 0.54 -0.20
H 1.337 -0.894 3.066 -1.03 0.34 4.53
H 1.865 -0.101 1.910 0.02 -0.42 0.05
O 1.528 -0.984 2.200 1.09 0.08 -4.25

***

55
Properties=species:S:1:pos:R:3:forces:R:3 method="wB97M-V/def2-TZVPD" e_lumo_ev=1.203 relative_energy_ev=6.300 fmax_ev_per_a=9.1 total_charge=-1 e_homo_ev=-8.136 e_tot_ev=-50327.8727 molar_mass_g_mol=439.1 homo_lumo_gap_ev=9.34
O 21.350 32.475 21.941 -1.22 1.01 1.53
C 21.089 31.743 21.036 -0.86 2.64 2.94
O 21.945 30.983 20.588 3.69 -4.24 -3.87
B 21.587 30.607 19.160 -1.20 -0.33 2.90
O 20.328 31.309 18.978 0.26 -1.58 -1.38
C 19.946 31.771 20.106 -5.04 7.54 -0.68
O 19.012 32.676 20.099 3.37 -4.37 0.95
O 21.378 29.153 19.059 0.07 3.07 1.77
C 22.093 28.906 18.025 -1.57 -6.74 -0.93
O 21.898 27.862 17.463 1.38 -0.06 -1.31
C 22.908 29.980 17.574 3.06 0.13 -7.38
O 22.548 31.006 18.189 0.07 3.46 1.97
O 23.509 30.028 16.463 -1.14 -0.20 3.74
O 21.616 28.116 22.137 1.46 1.71 0.64
H 21.133 28.160 21.351 -0.99 0.32 -2.23
H 21.321 27.337 22.525 -0.61 -2.17 1.37
O 21.896 34.003 19.179 -0.60 0.92 4.51
H 21.412 33.762 18.461 -1.19 -0.94 -3.56
H 22.814 34.093 19.142 1.80 -0.05 -1.01
O 17.963 31.592 17.449 0.80 1.72 -0.74
H 18.645 31.585 18.112 0.75 0.52 0.15
H 17.523 30.826 17.703 -1.82 -2.19 0.23
O 23.444 34.316 23.136 2.77 3.69 2.91
H 23.806 34.933 22.494 0.40 0.68 0.48
H 23.061 33.785 22.551 -3.26 -4.36 -3.35
O 20.451 25.579 17.826 -2.41 0.06 -2.49
H 21.040 26.092 17.238 -0.09 -0.11 0.77
H 19.598 25.583 17.236 2.27 -0.18 1.88
O 23.339 30.011 23.271 -2.68 4.94 -1.07
H 22.816 31.028 23.051 2.54 -4.46 1.17
H 22.672 29.447 22.845 0.30 -0.26 0.10
O 26.439 30.133 17.708 2.07 0.79 -2.58
H 25.983 29.846 18.450 -1.84 -0.46 1.90
H 26.011 30.871 17.242 -0.16 -0.40 0.75
O 24.262 28.188 14.465 -0.28 3.08 -0.32
H 24.207 27.347 14.845 -0.24 -1.71 1.14
H 23.928 28.865 15.131 0.58 -1.57 -0.96
O 22.529 31.404 14.131 0.26 0.20 1.27
H 23.327 31.498 13.584 -0.25 -0.16 0.72
H 22.794 31.329 15.099 -0.02 -0.06 -2.14
O 24.707 29.802 20.283 -4.27 -2.84 -1.47
H 25.410 30.319 20.443 3.88 3.01 1.14
H 23.914 30.355 20.371 0.50 -0.17 0.46
O 19.380 35.836 20.602 1.24 -2.09 2.12
H 19.711 35.025 21.157 -0.95 2.32 -1.59
H 19.247 35.448 19.734 -0.32 -0.13 -0.32
O 16.431 32.190 20.728 0.39 -0.64 -2.38
H 16.443 32.224 21.689 1.25 -0.16 -0.44
H 17.280 32.026 20.147 -2.10 0.88 2.94
O 25.009 32.592 16.901 -1.41 -3.05 -1.11
H 24.071 32.268 16.876 1.34 -0.28 -0.24
H 24.847 33.422 17.232 0.12 3.40 1.26
O 18.311 35.009 18.106 -2.00 -2.68 5.78
H 18.538 34.152 17.832 0.16 -2.09 -0.43
H 18.527 35.534 17.458 1.76 4.65 -5.53

***

43
Properties=species:S:1:pos:R:3:forces:R:3 method="wB97M-V/def2-TZVPD" e_lumo_ev=3.008 relative_energy_ev=0.549 fmax_ev_per_a=2.9 total_charge=-1 e_homo_ev=-5.925 e_tot_ev=-26569.5480 molar_mass_g_mol=250.3 homo_lumo_gap_ev=8.93
C 3.176 -1.272 1.565 1.05 2.14 -0.80
N 2.203 -0.164 1.617 -0.45 -0.18 0.24
C 0.118 -1.344 2.237 -1.71 2.12 -0.92
C 0.830 -0.471 1.174 -0.01 0.89 1.90
C 0.673 -1.019 -0.215 -0.22 0.17 -1.68
O 1.283 -0.124 -1.175 0.46 0.11 1.70
H 3.794 -1.150 0.661 -0.56 -0.77 -0.35
H 4.004 -1.139 2.299 -1.12 -0.48 0.40
H 2.606 -2.188 1.598 0.44 -0.42 0.21
H 2.472 0.709 1.186 0.64 -0.25 -0.10
H 0.390 -2.369 2.116 -0.23 -0.80 0.18
H -0.947 -1.102 1.997 0.37 -1.27 0.02
H 0.143 -0.984 3.276 0.91 -0.09 -0.37
H 0.348 0.535 1.160 0.13 -0.68 0.12
H -0.349 -1.127 -0.605 -0.26 0.05 1.08
H 1.061 -2.020 -0.358 0.67 -0.17 0.08
H -1.491 1.877 0.959 0.07 0.87 0.13
H -0.799 3.322 1.011 0.04 0.10 -0.38
O -0.965 2.531 1.517 -0.27 -0.87 0.57
H 0.173 -0.284 -3.949 0.00 0.32 0.05
H 1.324 -0.078 -2.962 -0.75 0.58 -0.11
O 0.710 0.419 -3.552 0.34 -0.65 -0.74
H 1.427 1.455 3.300 0.21 -0.03 0.12
H 0.076 2.060 3.064 0.37 0.55 0.22
O 0.864 2.163 3.643 -0.40 -0.50 -0.36
H -1.442 -0.834 -2.224 0.15 0.01 -0.30
H -2.885 -1.143 -1.958 0.28 -0.35 -0.46
O -2.157 -1.342 -2.625 0.02 0.16 0.10
H -0.881 1.882 -0.903 0.16 0.14 -0.74
H -3.281 1.729 -0.078 0.66 0.00 -0.08
O -2.440 1.259 -0.222 -0.37 -0.33 -0.03
H -0.138 2.077 -2.302 -0.09 -0.37 0.31
H 0.864 0.780 -1.001 0.14 -0.76 -0.78
O -0.016 2.112 -1.340 -0.44 0.44 0.48
H -2.932 0.151 -0.428 -0.62 0.53 0.10
H -4.581 -0.598 -0.730 0.26 0.26 0.04
O -3.643 -0.801 -0.645 -0.39 0.20 0.22
H 4.083 0.979 -1.932 -0.36 0.15 -0.10
H 3.021 0.480 -0.859 0.69 -0.20 -0.86
O 3.976 0.476 -1.126 -0.11 -0.07 0.75
H -3.374 -2.071 0.325 0.53 -0.86 0.02
H -2.889 -3.312 -0.381 0.13 -0.08 -0.05
O -2.999 -2.987 0.517 -0.37 0.38 0.19

***

47
Properties=species:S:1:pos:R:3:forces:R:3 method="wB97M-V/def2-TZVPD" spin_multiplicity=2 e_lumo_ev="-0.084 / -5.282" relative_energy_ev=0.591 fmax_ev_per_a=4.5 e_homo_ev="-10.254 / -10.249" e_tot_ev=-32164.7676 molar_mass_g_mol=297.3 homo_lumo_gap_ev="10.17 / 4.97"
O -0.957 2.167 -0.995 0.98 -0.31 -1.24
C -0.779 1.127 -0.385 -2.19 1.15 2.70
N -1.455 0.976 0.818 1.65 -1.33 -0.85
C -1.562 2.141 1.687 -2.06 1.76 0.73
O -0.602 2.212 2.667 1.37 -1.56 0.84
C 0.053 -0.043 -0.850 -0.32 1.27 -0.33
N 0.417 0.291 -2.237 -0.16 -4.47 0.45
C 1.310 -0.721 -2.798 3.32 -0.22 -1.68
H -1.264 0.012 1.240 -0.21 1.09 0.03
H -1.403 3.116 1.170 -0.61 -1.09 -0.52
H -2.605 2.212 2.188 1.34 -0.54 -1.02
H 0.984 -0.126 -0.298 -0.18 -0.11 0.36
H -0.557 -0.993 -0.729 1.06 1.03 -0.35
H -0.398 0.509 -2.803 0.12 0.84 -0.50
H 2.287 -1.022 -2.193 -2.52 1.02 -0.62
H 0.820 -1.708 -3.000 -0.35 0.70 0.59
H 1.701 -0.498 -3.847 -0.88 0.42 1.27
H -3.132 0.754 -2.411 -0.50 -0.15 -0.40
H -3.077 0.543 -0.964 -1.13 -0.32 -0.27
O -3.676 0.341 -1.725 1.39 0.54 0.83
H 1.185 -1.909 3.522 1.04 -0.01 -0.15
H 0.181 -0.275 4.364 -0.10 -0.50 -0.91
O 0.400 -0.289 3.412 -0.08 0.92 0.46
H -1.169 -2.456 0.191 0.63 -1.46 0.64
H -0.701 -3.927 0.447 -0.03 -0.06 0.69
O -0.868 -3.299 -0.247 -0.42 1.02 -1.31
H -1.552 -1.569 2.295 0.02 -0.34 -0.14
H -0.008 -0.996 2.574 -1.16 -0.05 0.35
O -0.768 -1.599 1.728 0.06 0.86 0.41
H -0.291 1.291 2.920 -0.23 0.81 0.02
H 2.195 1.412 -1.587 0.27 0.16 1.29
O 2.702 1.849 -0.878 0.49 0.54 -1.25
H 0.919 2.860 -3.232 0.76 0.45 0.52
H -0.566 2.913 -2.860 -0.11 0.19 0.75
O 0.046 2.748 -3.573 -0.48 -0.64 -1.27
H -0.995 -1.738 -2.171 0.31 -1.02 0.97
H -2.540 -2.036 -2.321 0.29 0.03 0.37
O -1.740 -1.699 -2.738 -0.66 0.67 -1.70
H 2.880 1.206 2.257 0.15 0.73 0.44
H 1.927 0.115 2.906 -0.06 0.50 -0.30
O 2.624 0.297 2.225 0.00 -0.98 -0.60
H 1.281 -3.034 -0.467 -0.32 0.22 0.44
H 2.016 -1.784 0.150 -0.14 -0.40 0.55
O 2.046 -2.452 -0.537 0.55 0.00 -0.59
H 2.484 1.615 0.022 -0.58 -0.62 0.01
H 2.676 -1.811 3.006 -0.35 0.14 0.11
O 2.057 -2.343 3.521 0.06 -0.85 0.17